Record 1
Here is a molecular structure, C30H33IrN6O4S2 at a distorted geometry from the OMol25 dataset. Energies are from ωB97M-V/def2-TZVPD.

Geometry (Å):
1 Ir 0.083056 -1.340759 0.958990
2 C -1.064603 -3.220827 2.927592
3 N -1.506540 -2.974939 1.540974
4 C -2.893599 -2.496352 1.564488
5 C -3.420467 -1.861588 0.281169
6 C -2.794924 -0.512491 -0.099767
7 N -1.713725 -0.109532 0.774730
8 C -1.511784 1.159148 0.891286
9 C -0.567952 1.785828 1.750412
10 C -0.418665 3.180796 1.669049
11 C 0.481713 3.851041 2.457153
12 C 1.247164 3.125224 3.380622
13 C 1.106973 1.764706 3.499478
14 C 0.209136 1.034457 2.682847
15 O 0.103588 -0.249874 2.811483
16 C -1.333826 -4.217153 0.773544
17 C -1.427924 -4.179271 -0.757128
18 C -0.725833 -3.021157 -1.465844
19 N 0.447131 -2.612959 -0.740117
20 C 1.560256 -2.444355 -1.366779
21 C 2.807854 -2.181336 -0.732599
22 C 3.938377 -1.930045 -1.526775
23 C 5.174618 -1.719413 -0.970630
24 C 5.315413 -1.823099 0.420852
25 C 4.234770 -2.084052 1.224817
26 C 2.925862 -2.220300 0.694678
27 O 1.919824 -2.385978 1.490166
28 H -1.686315 -3.985998 3.410225
29 H -1.121370 -2.296515 3.499388
30 H -0.026585 -3.548256 2.930972
31 H -2.967668 -1.760703 2.366197
32 H -3.553440 -3.336662 1.821047
33 H -4.489327 -1.711027 0.442287
34 H -3.326336 -2.553040 -0.551516
35 H -3.574848 0.254776 -0.076363
36 H -2.417287 -0.544114 -1.126622
37 H -2.120553 1.846276 0.298572
38 H -1.026104 3.718576 0.947447
39 H 0.600932 4.922072 2.367119
40 H 1.950201 3.648998 4.016392
41 H 1.691194 1.197564 4.213398
42 H -2.064097 -4.962197 1.119187
43 H -0.340036 -4.584296 1.028830
44 H -2.464776 -4.204301 -1.092857
45 H -0.974693 -5.116644 -1.088543
46 H -1.383669 -2.155572 -1.561188
47 H -0.476023 -3.337163 -2.484070
48 H 1.578518 -2.540489 -2.455506
49 H 3.812233 -1.889088 -2.603345
50 H 6.032627 -1.499278 -1.590571
51 H 6.295385 -1.697987 0.865123
52 H 4.342608 -2.176556 2.298276
53 N -2.519333 6.220177 -1.958241
54 C -1.989501 4.964099 -2.150351
55 C -0.645479 4.808848 -2.506975
56 C -0.138329 3.558092 -2.806503
57 C -0.958109 2.441673 -2.726947
58 C -2.289310 2.579308 -2.360764
59 C -2.807144 3.829070 -2.081578
60 S -0.310222 0.807059 -2.986058
61 O 0.828065 0.878172 -3.869390
62 O -1.418180 -0.033409 -3.370647
63 N 0.117486 0.297346 -1.505310
64 C 1.244588 0.657759 -0.913711
65 S 2.507940 1.690376 -1.582721
66 C 3.385801 1.578483 -0.091005
67 C 2.744586 0.775684 0.774252
68 N 1.559614 0.257498 0.327896
69 H -1.886804 6.990002 -1.835708
70 H -3.412737 6.308440 -1.509831
71 H -0.001641 5.679295 -2.542715
72 H 0.887497 3.445470 -3.120336
73 H -2.907959 1.691963 -2.323575
74 H -3.848558 3.940394 -1.803134
75 H 4.318201 2.097662 0.042382
76 H 3.073070 0.532442 1.772399

Atomic forces in eV per Å
1.2 -0.4 2.0
0.0 -0.2 0.4
1.5 1.2 -0.1
-0.3 0.3 -0.1
0.1 -0.1 0.1
-0.2 0.0 -0.4
1.3 -0.3 -0.7
-0.3 -0.1 0.2
0.6 0.0 0.2
0.0 -0.1 -0.1
0.1 0.2 0.0
-0.2 0.1 -0.1
-0.2 -0.3 0.2
-0.2 0.8 0.0
0.0 -1.1 -1.0
0.2 -0.3 -0.4
-0.1 0.1 0.0
-0.3 0.0 -0.3
-0.4 1.6 0.2
0.0 -0.3 0.1
0.2 0.3 0.5
0.0 0.1 -0.1
0.1 0.0 0.0
-0.1 -0.1 -0.2
-0.3 -0.3 0.2
0.6 -0.1 -0.7
-1.6 0.6 0.1
0.0 0.0 -0.1
0.0 0.0 -0.1
0.0 0.0 -0.1
0.0 0.0 0.0
0.1 0.0 0.1
0.0 -0.1 0.0
-0.1 0.0 0.0
0.1 0.0 0.0
0.0 0.0 0.0
-0.3 -0.1 0.2
0.0 0.0 0.0
0.0 0.0 0.0
0.0 0.0 0.0
0.0 0.0 0.0
0.1 0.1 0.2
0.0 0.0 0.0
0.0 -0.1 0.0
0.0 0.0 0.0
0.1 0.0 0.0
0.1 0.1 0.0
-0.1 -0.3 0.0
0.0 0.0 0.0
0.0 0.0 0.0
0.0 0.0 0.0
0.0 0.1 0.0
0.0 0.1 0.0
0.0 -0.1 -0.2
-0.1 0.0 0.1
0.0 0.0 0.0
0.2 -0.3 -0.1
0.0 0.0 0.0
0.0 0.0 0.1
0.3 -0.4 0.8
0.0 0.3 0.0
-0.1 0.1 0.0
-0.3 0.2 -0.6
0.5 0.6 -0.2
-0.1 -0.2 0.3
-0.1 0.0 -0.1
0.2 0.0 0.4
-2.2 -1.2 -0.9
0.0 0.0 0.1
0.0 0.0 0.1
0.0 0.0 -0.1
0.1 0.0 0.0
-0.1 0.0 0.0
0.0 0.0 -0.1
0.0 0.0 0.1
0.0 0.0 0.0

Calculated values
**Charge**: 0
**LUMO**: -0.2 eV
**HOMO-LUMO gap**: 0.262 Ha
**F_max**: 2.72 eV/A
**HOMO level**: -7.31 eV


Record 2
Here is a molecular structure, C30H33N3P2S5Sc from the OMol25 dataset. Energies are from ωB97M-V/def2-TZVPD.

Geometry (Å):
1 Sc -1.421484 0.450239 1.766294
2 N -3.868531 0.377840 1.191233
3 C -4.648128 -0.313827 2.212099
4 C -4.053752 -1.695399 2.393463
5 N -2.626782 -1.612795 2.714490
6 C -2.256893 -1.887618 4.103538
7 C -2.026156 -0.591309 4.851982
8 N -1.008385 0.169049 4.134951
9 H -4.146284 1.349419 1.105986
10 H -3.947031 -0.082890 0.286151
11 H -5.712410 -0.399442 1.955900
12 H -4.579174 0.264153 3.136725
13 H -4.151242 -2.236964 1.450208
14 H -4.597125 -2.253487 3.165160
15 H -2.097726 -2.207260 2.083869
16 H -1.329969 -2.468843 4.098135
17 H -3.017497 -2.496844 4.606279
18 H -1.757156 -0.792854 5.896335
19 H -2.933915 0.017406 4.851678
20 H -0.078959 -0.227900 4.249651
21 H -0.973059 1.137139 4.437594
22 S -2.146369 -1.669886 -0.489554
23 P -1.604050 0.246727 -1.037374
24 C 0.027627 0.528267 -0.252107
25 P 1.102718 -0.755819 0.235649
26 S 0.425283 -1.605884 1.947547
27 C 2.719777 -0.024420 0.685453
28 C 2.829613 1.322057 1.013679
29 C 4.025544 1.835033 1.494912
30 C 5.125528 1.007661 1.654879
31 C 5.021753 -0.342274 1.343147
32 C 3.825179 -0.853583 0.868531
33 C 1.567047 -2.080442 -0.938297
34 C 0.897121 -3.299255 -0.912805
35 C 1.183340 -4.275190 -1.855000
36 C 2.144985 -4.046038 -2.829908
37 C 2.831782 -2.840473 -2.851880
38 C 2.543737 -1.865872 -1.907699
39 C -1.212403 0.149878 -2.841042
40 C -0.649147 -0.982424 -3.425125
41 C -0.297273 -0.981374 -4.765297
42 C -0.514425 0.149619 -5.545502
43 C -1.092246 1.274237 -4.977770
44 C -1.439242 1.269399 -3.631899
45 C 0.572753 1.721756 -0.985753
46 C 1.550301 1.605151 -1.975646
47 C 1.985317 2.701421 -2.702255
48 C 1.427235 3.953095 -2.483118
49 C 0.426102 4.083399 -1.531197
50 C 0.006412 2.985736 -0.794321
51 H 1.983749 1.985934 0.901242
52 H 4.081781 2.884884 1.748554
53 H 6.058885 1.409578 2.028313
54 H 5.870176 -1.000563 1.477789
55 H 3.751574 -1.912132 0.654117
56 H 0.134761 -3.464314 -0.163561
57 H 0.645654 -5.213827 -1.832109
58 H 2.362267 -4.808169 -3.567650
59 H 3.590294 -2.656175 -3.601130
60 H 3.095824 -0.934922 -1.924573
61 H -0.499016 -1.870477 -2.823568
62 H 0.149160 -1.866471 -5.202571
63 H -0.237680 0.148893 -6.592608
64 H -1.265862 2.159485 -5.576746
65 H -1.866630 2.159038 -3.182468
66 H 1.955005 0.630164 -2.212273
67 H 2.749903 2.571118 -3.458752
68 H 1.761040 4.811769 -3.051303
69 H -0.029188 5.047678 -1.344927
70 H -0.761058 3.113424 -0.041828
71 S -1.350796 4.836498 3.891555
72 C -1.395208 3.354969 3.164189
73 S -2.833707 2.367110 3.007940
74 S -0.003240 2.538180 2.500432

Atomic forces in eV per Å
-0.6 -0.1 0.7
0.2 0.1 -0.2
-0.1 0.1 0.0
0.0 -0.1 0.0
0.2 0.0 0.0
0.0 -0.1 -0.1
0.0 0.1 0.1
0.1 0.0 0.0
0.0 0.0 0.0
0.0 0.0 0.1
0.0 0.0 0.0
0.0 0.0 0.0
0.0 0.0 0.0
0.0 0.0 0.0
-0.1 0.0 0.0
0.0 0.0 0.0
0.0 0.0 0.0
0.0 0.0 0.0
0.0 0.0 0.0
-0.1 0.0 0.0
0.0 -0.1 0.0
0.1 0.3 -0.1
-0.2 -0.5 -0.3
0.0 0.2 -0.3
0.3 0.0 0.5
0.2 0.2 -0.3
-0.1 0.0 0.0
-0.1 0.1 0.0
0.0 0.0 0.0
0.0 0.0 0.0
0.0 0.1 0.0
0.0 -0.1 0.0
0.0 0.0 -0.1
0.0 0.0 0.0
0.0 0.0 0.0
0.0 0.0 0.0
0.0 0.0 0.0
0.0 0.0 0.0
0.1 -0.1 0.0
0.0 0.0 0.0
0.0 0.0 0.0
0.0 0.0 0.0
0.0 0.0 0.0
0.0 0.1 0.0
-0.1 0.0 0.1
0.0 0.0 -0.1
0.0 0.0 0.0
0.0 0.0 0.0
0.0 0.0 0.0
-0.1 0.0 0.0
0.1 0.0 0.1
0.0 0.0 0.0
0.0 0.0 0.0
0.0 0.0 0.0
0.0 0.0 0.0
0.0 0.0 0.0
0.0 0.0 0.0
0.0 0.0 0.0
0.0 0.0 0.0
0.0 0.0 0.0
0.0 0.0 0.0
0.0 0.0 0.0
0.0 0.0 0.0
0.0 0.0 0.0
0.0 0.0 0.0
0.0 0.0 0.0
0.0 0.0 0.0
0.0 0.0 0.0
0.0 0.0 0.0
0.0 0.0 -0.1
0.0 0.0 -0.1
0.0 -0.3 0.1
0.3 0.3 -0.1
0.0 0.1 0.0

Calculated values
**ΔE to the lowest compared entry with this formula, charge and spin**: 0.393 eV
**Charge**: -1
**LUMO**: 2.3 eV
**HOMO-LUMO gap**: 0.249 Ha
**F_max**: 0.95 eV/A
**HOMO level**: -4.42 eV


Record 3
Here is a molecular structure, C30H34BCl54F3OP at a distorted geometry from the OMol25 dataset. Energies are from ωB97M-V/def2-TZVPD.

Geometry (Å):
1 C 1.602647 -0.563361 -4.988295
2 B 2.812199 -0.885632 -4.008398
3 O 4.018588 -1.294510 -4.707496
4 P 2.909025 -0.900477 -2.039477
5 C 1.024814 -0.602980 -1.767871
6 C 0.135004 -1.875980 -1.960807
7 C -0.865657 -1.899744 -3.160709
8 C -0.461260 -3.151879 -4.025799
9 C -2.270571 -2.282103 -2.631134
10 C -2.986320 -1.153939 -1.835535
11 C -4.004595 -0.507056 -2.787573
12 C -4.277182 0.797550 -2.703310
13 C -5.727250 1.289002 -2.694727
14 C -3.090770 1.785661 -2.627808
15 C 3.300797 -1.397783 -0.188332
16 C 2.226586 -2.040826 0.706551
17 C 1.499405 -1.172913 1.724131
18 F 1.783214 0.107276 1.743664
19 F 1.693063 -1.620727 2.990389
20 F 0.152376 -1.223592 1.589117
21 C 3.382183 0.983811 -1.912613
22 Cl 3.487546 1.748778 -0.254891
23 C 2.483190 1.994559 -2.767163
24 C 3.419241 3.094250 -3.316928
25 Cl 1.312730 2.973333 -1.706321
26 H 0.806450 0.097831 -4.652045
27 H 2.023138 -0.059576 -5.878128
28 H 1.221816 -1.506643 -5.393882
29 H 4.575296 -0.511897 -4.669020
30 H 4.352086 -1.180525 -2.238587
31 H 2.614318 -2.343599 -2.201657
32 H 0.582554 0.128719 -2.462169
33 H 0.859632 -0.092497 -0.807571
34 H 0.685991 -2.820380 -1.960078
35 H -0.495709 -1.913313 -1.058131
36 H -0.920060 -0.987147 -3.752952
37 H -0.932015 -4.029452 -3.577954
38 H 0.619231 -3.236445 -4.117025
39 H -0.957839 -3.012364 -4.997127
40 H -2.945107 -2.537827 -3.457623
41 H -2.175770 -3.149038 -1.964707
42 H -2.322570 -0.427011 -1.373138
43 H -3.607576 -1.640755 -1.077808
44 H -4.536040 -1.138279 -3.499055
45 H -6.308474 0.755781 -1.944179
46 H -6.161637 1.128526 -3.687221
47 H -5.681816 2.344566 -2.448802
48 H -2.365816 1.462425 -3.370061
49 H -3.448043 2.803847 -2.779059
50 H -2.596759 1.706588 -1.652294
51 H 4.053472 -0.809173 0.345510
52 H 3.930536 -2.287020 -0.402271
53 H 1.550927 -2.737245 0.207544
54 H 2.759112 -2.729340 1.381911
55 H 4.397739 1.087455 -2.317918
56 H 1.799865 1.585289 -3.499384
57 H 2.856316 3.967829 -3.647232
58 H 4.088521 2.676825 -4.076108
59 H 4.057005 3.433752 -2.494316
60 C 3.138779 -4.916621 3.933260
61 Cl 4.243126 -4.560941 2.597071
62 Cl 3.376128 -3.729786 5.222364
63 Cl 1.471458 -4.836590 3.355695
64 Cl 3.465097 -6.541951 4.562228
65 C -4.104940 6.947930 2.192796
66 Cl -4.751540 8.021158 0.940798
67 Cl -3.792227 7.875713 3.661337
68 Cl -5.276527 5.669435 2.527209
69 Cl -2.584181 6.238464 1.636960
70 C -5.412466 2.628818 -6.597961
71 Cl -5.447006 3.433265 -5.027301
72 Cl -7.053001 2.574909 -7.267831
73 Cl -4.355844 3.522277 -7.699958
74 Cl -4.798492 0.984810 -6.397701
75 C 5.139965 -6.767535 8.250943
76 Cl 6.228835 -5.707792 7.347881
77 Cl 5.258068 -8.415940 7.621768
78 Cl 5.592284 -6.756916 9.962418
79 Cl 3.479088 -6.193785 8.075231
80 C -5.807491 -1.718701 -9.814647
81 Cl -4.637106 -2.708108 -8.933662
82 Cl -6.502395 -0.518345 -8.721585
83 Cl -4.994547 -0.895907 -11.152868
84 Cl -7.093161 -2.754805 -10.454146
85 C -2.773255 4.781409 5.943650
86 Cl -1.429616 5.174034 4.864175
87 Cl -2.147495 3.977118 7.389632
88 Cl -3.609114 6.272276 6.417235
89 Cl -3.906000 3.690014 5.133804
90 C -2.769541 -0.456265 3.431151
91 Cl -2.852293 1.172734 2.745164
92 Cl -1.142208 -0.681735 4.051513
93 Cl -3.947002 -0.615078 4.745403
94 Cl -3.115290 -1.668043 2.189123
95 C 7.515979 -7.617321 3.807328
96 Cl 7.861967 -8.613297 5.229247
97 Cl 6.975664 -6.017132 4.321740
98 Cl 8.983887 -7.459643 2.832183
99 Cl 6.249256 -8.385607 2.844143
100 C -0.418442 10.447771 3.839014
101 Cl 0.770282 10.827409 2.588047
102 Cl 0.021235 11.271913 5.341345
103 Cl -2.018858 10.997494 3.314032
104 Cl -0.453179 8.703124 4.110919
105 C -4.705130 -4.025665 6.918985
106 Cl -3.470403 -3.634805 5.723531
107 Cl -3.940518 -4.711077 8.360304
108 Cl -5.583424 -2.553866 7.363781
109 Cl -5.837983 -5.202313 6.238482
110 C 2.271153 -3.562573 -8.185930
111 Cl 1.808867 -5.146357 -7.541068
112 Cl 0.817754 -2.705936 -8.729511
113 Cl 3.074179 -2.623959 -6.931301
114 Cl 3.367568 -3.787766 -9.562933
115 C -4.751296 14.459461 2.495053
116 Cl -4.030337 15.798389 3.397273
117 Cl -6.442399 14.265623 2.979149
118 Cl -4.670289 14.804762 0.762689
119 Cl -3.859390 12.970869 2.842643
120 C 9.486711 -5.450399 10.351533
121 Cl 11.230329 -5.277161 10.599398
122 Cl 9.186660 -6.260491 8.811138
123 Cl 8.799898 -6.409511 11.670678
124 Cl 8.732366 -3.852035 10.330876

Atomic forces in eV per Å
0.4 0.1 -0.7
0.5 0.3 -0.7
-1.3 0.4 0.2
0.4 0.0 0.5
-0.6 0.0 -0.5
-0.9 1.2 1.0
0.2 -2.5 0.7
-1.0 1.5 -0.5
0.3 1.0 0.8
-0.2 -0.8 -2.5
0.7 0.2 1.0
0.0 0.5 -0.2
1.1 -0.1 -1.0
-0.9 -0.8 1.4
0.3 -1.4 -0.2
1.0 -0.1 1.3
-1.0 -0.7 -0.5
0.7 0.9 -0.2
0.5 -0.2 0.6
-0.5 -0.3 -0.7
-1.4 1.2 -0.3
0.8 -0.5 -0.1
1.0 1.3 1.3
-0.2 -0.4 0.3
-0.4 -0.4 -0.6
-0.1 -0.4 0.3
0.1 -0.1 0.2
-0.4 0.2 0.1
0.6 -0.2 0.2
0.1 0.0 0.1
0.1 -0.4 -0.5
0.5 0.0 -0.1
0.0 -0.5 0.1
0.2 0.3 -0.1
0.2 -0.2 0.0
0.2 0.1 0.1
0.5 -0.1 0.1
-0.1 -0.2 -0.2
0.4 -0.3 -0.1
0.2 -0.3 0.1
0.2 -0.1 -0.3
0.1 -0.1 0.1
0.0 0.3 0.2
-0.9 -0.4 1.0
0.1 0.0 0.0
-0.4 0.2 0.2
-0.5 0.2 -0.1
0.0 0.4 -0.1
0.3 0.0 -0.1
0.0 0.4 -0.1
-0.6 0.5 0.2
-0.3 0.3 -0.4
-0.3 0.6 -0.3
0.0 0.2 -0.2
-0.2 -0.2 0.1
0.4 -0.4 -0.1
0.1 -0.2 -0.4
-0.2 0.2 -0.2
-0.1 -0.1 0.0
0.0 0.1 -0.1
0.0 -0.1 0.1
0.0 0.0 0.0
0.1 0.0 0.0
0.0 0.0 -0.1
0.1 0.0 -0.1
0.0 0.0 0.0
-0.2 0.1 -0.3
0.0 0.1 0.0
-0.1 0.0 -0.1
0.1 0.0 0.1
0.0 0.2 -0.3
0.0 0.0 0.0
-0.1 0.0 0.0
0.1 0.2 0.2
-0.1 0.1 0.0
-0.3 0.0 0.3
0.0 0.0 0.0
0.0 0.0 0.0
0.1 0.0 0.1
0.0 0.0 0.1
0.0 0.0 0.0
-0.1 -0.2 -0.3
0.0 0.0 0.0
0.0 0.0 0.0
0.0 -0.1 0.1
-0.1 -0.1 0.1
0.0 0.0 0.0
0.1 -0.3 0.3
0.1 0.1 0.1
0.2 0.1 0.0
-0.2 -0.1 -0.1
-0.1 -0.2 0.4
-0.1 0.4 -0.1
0.0 0.1 0.0
0.0 0.1 -0.1
0.0 0.0 0.0
0.2 -0.1 -0.4
0.0 0.0 0.0
0.0 0.0 0.0
0.1 -0.1 0.0
-0.1 0.0 0.0
0.0 0.0 0.0
0.6 -0.6 0.1
0.1 0.1 0.0
0.1 0.0 -0.1
0.0 -0.3 0.2
0.0 0.0 0.0
0.0 0.0 0.0
0.0 0.0 0.0
0.1 0.1 0.2
0.0 0.0 0.0
0.0 0.0 0.0
0.1 -0.3 -0.3
0.0 0.0 0.0
-0.1 -0.1 0.0
0.0 0.0 0.0
0.1 0.0 0.0
0.0 0.0 0.1
-0.5 0.8 -0.1
0.0 0.0 -0.1
0.0 0.0 0.0
0.2 0.0 0.1
0.0 0.0 0.0
0.0 -0.1 0.0

Calculated values
**Charge**: -1
**LUMO**: 1.0 eV
**HOMO-LUMO gap**: 0.179 Ha
**F_max**: 2.65 eV/A
**HOMO level**: -3.86 eV


no.,E (a.u.)
1,-2693.2085
2,-4761.9153
3,-26754.6252